Entry 1:
Density functional theory data (ωB97M-V/def2-TZVPD) for a structure of composition C21H18BeCl3N7O4S2.

XYZ file:
```
56
Properties=species:S:1:pos:R:3
Be -0.523 0.005 0.451
N 3.604 0.974 -6.499
C 3.329 0.781 -5.158
C 3.717 1.733 -4.211
C 3.459 1.535 -2.869
C 2.834 0.369 -2.450
C 2.453 -0.591 -3.381
C 2.694 -0.388 -4.725
S 2.495 0.104 -0.748
O 3.283 1.029 0.009
O 2.641 -1.309 -0.509
N 0.889 0.426 -0.561
C 0.489 1.743 -0.642
N -0.729 1.825 -0.073
C -1.281 3.017 0.066
C -0.649 4.150 -0.408
C 0.578 3.955 -1.029
N 1.165 2.769 -1.155
H 3.809 1.908 -6.806
H 3.112 0.406 -7.164
H 4.221 2.635 -4.539
H 3.750 2.270 -2.129
H 1.994 -1.513 -3.047
H 2.405 -1.141 -5.450
H -2.247 3.042 0.559
H -1.090 5.130 -0.305
H 1.122 4.795 -1.450
C -4.844 0.444 2.446
N -3.864 -0.621 2.575
C -3.582 -1.329 3.732
C -2.533 -2.120 3.477
N -2.170 -1.892 2.149
C -3.002 -0.949 1.593
S -2.948 -0.276 0.052
C -1.183 -2.613 1.437
C -0.936 -3.937 1.754
C -0.059 -4.645 0.951
C 0.490 -4.026 -0.156
C 0.202 -2.692 -0.370
N -0.575 -1.974 0.442
H -5.440 0.471 3.354
H -5.484 0.259 1.586
H -4.323 1.391 2.311
H -4.127 -1.173 4.645
H -1.979 -2.776 4.124
H -1.448 -4.410 2.579
H 0.160 -5.681 1.174
H 1.153 -4.547 -0.830
H 0.618 -2.157 -1.205
Cl 0.536 -0.899 4.610
C 0.027 0.772 4.276
Cl -0.942 1.358 5.630
Cl 1.463 1.798 4.075
C -0.767 0.857 2.928
O -1.752 1.561 2.862
O -0.213 0.151 2.020
```

Properties
- HOMO-LUMO gap: 8.19 eV

---

Entry 2:
Density functional theory data (ωB97M-V/def2-TZVPD) for an isolated molecule of C2HN5O3.

XYZ file:
```
11
Properties=species:S:1:pos:R:3
C -0.410 -0.490 -1.465
C 0.953 -0.155 0.516
N 0.603 -1.054 -1.928
N 1.758 -0.918 0.068
N -2.354 0.397 -0.488
N -1.273 0.354 -1.121
N 0.681 0.502 1.767
O 0.416 1.688 1.686
O 0.729 -0.166 2.784
O 1.778 -1.387 -1.096
H -2.883 1.230 -0.723
```

Properties
- HOMO-LUMO gap (spin up / spin down): 7.16 / 7.38 eV

---

Entry 3:
Density functional theory data (ωB97M-V/def2-TZVPD) for a cluster of 3 separate species, C4H7NO in total.

XYZ file:
```
13
Properties=species:S:1:pos:R:3
C 0.166 -0.312 -1.624
C 1.435 -0.180 -1.240
C 1.856 -0.543 0.085
N 2.175 -0.818 1.165
H -0.146 -0.014 -2.619
H -0.596 -0.707 -0.960
H 2.199 0.228 -1.894
H -2.950 -0.517 -0.312
H -2.581 0.052 0.000
C -0.400 0.694 1.819
O -0.994 1.385 1.026
H 0.414 1.092 2.451
H -0.633 -0.380 1.952
```

Properties
- SMILES: C=CC#N.[H][H].C=O
- HOMO-LUMO gap: 10.57 eV

---

Entry 4:
Density functional theory data (ωB97M-V/def2-TZVPD) for a cluster of 6 separate species, C52H40Cl11F2N3O7P2S in total.

XYZ file:
```
118
Properties=species:S:1:pos:R:3
C 4.352 -0.979 3.493
N 4.578 -2.355 3.013
C 3.614 -2.769 1.987
C 3.683 -1.833 0.725
C 4.897 -1.677 -0.124
C 6.115 -2.504 0.347
C 4.904 -0.855 -1.233
P 6.459 -0.652 -2.196
O 6.560 -1.724 -3.394
O 7.777 -0.992 -1.284
S 6.734 1.193 -2.731
C 3.685 -0.173 -1.608
P 3.527 0.905 -3.157
O 1.932 0.883 -3.596
Cl 4.370 -0.179 -4.752
C 2.593 -0.309 -0.786
C 2.566 -1.122 0.380
C 1.259 -1.201 1.176
O 1.187 -1.148 2.378
C 0.031 -1.296 0.279
C -1.043 -2.114 0.547
C -2.097 -2.110 -0.346
N -3.286 -2.931 -0.099
C -3.362 -4.054 -0.969
O -2.714 -4.255 -1.948
F -4.307 -4.940 -0.594
C -4.457 -2.143 -0.263
O -5.192 -2.337 -1.192
F -4.778 -1.147 0.580
C -2.089 -1.336 -1.495
C -0.994 -0.504 -1.751
N -0.988 0.320 -2.913
C -1.371 1.515 -2.661
C -2.138 1.946 -1.409
C -1.015 2.618 -3.631
C 0.059 -0.491 -0.856
C 1.274 0.413 -1.021
O 1.169 1.593 -1.242
H 3.297 -0.676 3.526
H 4.995 -0.292 2.927
H 4.714 -0.942 4.535
H 4.485 -3.000 3.789
H 2.590 -2.927 2.348
H 3.961 -3.776 1.652
H 5.857 -3.432 0.860
H 6.793 -1.930 0.988
H 6.653 -2.811 -0.560
H 7.503 -1.789 -3.618
H 7.881 -0.270 -0.648
H 1.778 0.046 -4.068
H -1.037 -2.722 1.451
H -2.926 -1.333 -2.194
H -1.505 1.920 -0.510
H -2.423 3.002 -1.534
H -3.049 1.357 -1.246
H -0.651 2.224 -4.587
H -0.185 3.200 -3.168
H -1.840 3.329 -3.754
Cl -7.229 -2.771 6.508
C -6.644 -3.337 4.982
C -6.966 -2.609 3.844
C -6.513 -3.023 2.602
C -5.735 -4.163 2.499
C -5.412 -4.894 3.630
C -5.868 -4.484 4.875
Cl -5.445 -5.432 6.256
H -7.571 -1.716 3.926
H -6.765 -2.455 1.716
H -5.376 -4.487 1.531
H -4.804 -5.784 3.541
Cl -10.572 2.242 9.841
C -10.002 1.702 8.301
C -10.335 2.448 7.179
C -9.894 2.056 5.926
C -9.116 0.914 5.792
C -8.786 0.166 6.910
C -9.229 0.557 8.165
Cl -8.791 -0.417 9.525
H -10.940 3.339 7.282
H -10.157 2.641 5.054
H -8.767 0.606 4.814
H -8.179 -0.727 6.803
Cl 9.007 4.381 -0.835
C 7.659 5.429 -1.108
C 7.030 5.992 -0.006
C 5.951 6.842 -0.179
C 5.496 7.133 -1.458
C 6.120 6.570 -2.558
C 7.202 5.716 -2.387
Cl 7.937 5.036 -3.793
H 7.383 5.767 0.991
H 5.463 7.277 0.683
H 4.654 7.799 -1.597
H 5.763 6.796 -3.554
Cl 2.250 6.525 -4.440
C 0.679 6.937 -5.030
C 0.588 7.764 -6.141
C -0.652 8.113 -6.650
C -1.808 7.635 -6.047
C -1.719 6.813 -4.936
C -0.477 6.464 -4.425
Cl -0.422 5.440 -3.034
H 1.487 8.136 -6.613
H -0.718 8.758 -7.516
H -2.779 7.904 -6.444
H -2.621 6.444 -4.467
Cl 1.119 -4.056 -1.739
C 1.676 -5.659 -1.403
C 0.839 -6.724 -1.705
C 1.250 -8.024 -1.456
C 2.502 -8.262 -0.904
C 3.337 -7.200 -0.599
C 2.925 -5.898 -0.847
Cl 3.995 -4.600 -0.446
H -0.136 -6.541 -2.136
H 0.594 -8.851 -1.692
H 2.827 -9.276 -0.711
H 4.311 -7.387 -0.168
```

Properties
- SMILES: CNCc1c(C)c(P(O)(O)=S)c(P(O)Cl)c2c1C(=O)c1cc(N(C(=O)F)C(=O)F)cc(N=C(C)C)c1C2=O.Clc1ccccc1Cl.Clc1ccccc1Cl.Clc1ccccc1Cl.Clc1ccccc1Cl.Clc1ccccc1Cl
- HOMO-LUMO gap: 7.38 eV

---

Entry 5:
Density functional theory data (ωB97M-V/def2-TZVPD) for a cluster of 11 separate species, C26H64O11 in total.

XYZ file:
```
101
Properties=species:S:1:pos:R:3
C -4.415 -2.220 4.578
C -3.910 -0.792 4.924
C -2.399 -1.015 4.821
O -2.283 -1.918 3.629
C -3.265 -2.916 3.961
H -5.401 -2.156 4.045
H -4.662 -2.726 5.511
H -4.355 -0.358 5.866
H -4.191 -0.152 4.047
H -2.044 -1.552 5.661
H -1.809 -0.155 4.562
H -2.806 -3.635 4.603
H -3.588 -3.452 3.097
C -3.434 0.046 -1.923
C -3.786 -1.324 -1.459
C -4.269 -1.078 -0.054
O -3.624 0.072 0.454
C -3.298 0.863 -0.647
H -4.266 0.480 -2.417
H -2.568 0.098 -2.553
H -2.904 -2.012 -1.544
H -4.608 -1.751 -2.041
H -4.154 -1.857 0.677
H -5.330 -0.843 0.098
H -2.255 1.275 -0.550
H -3.967 1.726 -0.733
C 0.913 4.229 -1.349
C 1.607 5.508 -0.969
C 1.564 5.386 0.543
O 0.301 4.858 0.825
C -0.174 4.062 -0.329
H 1.616 3.418 -1.115
H 0.524 4.238 -2.378
H 0.962 6.363 -1.330
H 2.657 5.450 -1.339
H 1.679 6.355 0.876
H 2.355 4.767 0.931
H -1.192 4.370 -0.590
H -0.208 3.027 0.073
C 6.270 -2.834 -0.724
C 7.239 -1.769 -1.041
C 6.474 -0.880 -2.055
O 5.061 -1.129 -1.867
C 4.991 -1.902 -0.694
H 6.399 -3.240 0.311
H 6.108 -3.682 -1.420
H 8.186 -2.038 -1.550
H 7.569 -1.156 -0.174
H 6.726 -1.076 -3.138
H 6.633 0.204 -1.883
H 4.001 -2.311 -0.714
H 5.133 -1.273 0.178
C -1.313 -4.140 -4.435
C -1.008 -2.744 -3.968
C -0.577 -2.918 -2.485
O -1.435 -4.014 -2.019
C -1.390 -4.926 -3.096
H -0.489 -4.511 -5.049
H -2.144 -4.134 -5.114
H -1.763 -2.008 -4.189
H -0.194 -2.257 -4.510
H -0.832 -2.058 -1.801
H 0.489 -3.202 -2.408
H -2.238 -5.585 -2.900
H -0.430 -5.500 -3.093
C -3.461 2.406 2.579
O -2.506 1.365 2.475
H -2.975 3.350 2.544
H -4.235 2.419 1.780
H -4.036 2.298 3.499
H -2.923 0.680 1.934
C 4.843 2.283 -2.397
O 4.426 1.410 -1.391
H 5.828 2.605 -2.063
H 5.074 1.722 -3.288
H 4.076 3.068 -2.517
H 4.415 0.508 -1.754
C -0.660 -3.209 0.921
O -0.259 -1.912 1.314
H -0.163 -3.337 -0.036
H -0.229 -3.966 1.569
H -1.697 -3.282 0.769
H -0.857 -1.623 2.019
C 0.570 0.994 -3.600
O -0.354 0.766 -2.454
H 0.006 1.376 -4.407
H 1.259 1.795 -3.319
H 1.082 0.067 -3.939
H 0.226 0.615 -1.673
C -0.772 3.222 4.496
O -0.668 4.555 3.982
H -1.604 2.629 4.138
H 0.182 2.595 4.383
H -0.814 3.249 5.601
H -0.455 4.534 3.059
C 1.850 0.795 0.982
O 1.309 0.065 -0.031
H 2.735 0.241 1.451
H 2.248 1.740 0.599
H 1.131 1.064 1.705
H 0.926 -0.687 0.443
```

Properties
- SMILES: C1CCOC1.C1CCOC1.C1CCOC1.C1CCOC1.C1CCOC1.CO.CO.CO.CO.CO.CO
- HOMO-LUMO gap: 10.15 eV

---

Entry 6:
Density functional theory data (ωB97M-V/def2-TZVPD) for a structure of composition C7H8AlCl2N2O3SY.

XYZ file:
```
25
Properties=species:S:1:pos:R:3
Y 0.668 0.416 -5.995
Al 0.385 0.212 -0.858
Cl -0.792 1.944 -4.804
Cl 1.609 -0.231 -2.630
C -0.522 -1.061 0.316
C 0.098 1.131 -8.199
C 0.488 -1.067 -7.911
O -1.096 -1.647 1.156
O -0.220 1.427 -9.275
O 0.350 -1.468 -9.010
S 0.072 1.839 0.767
C 0.091 1.220 2.458
N -0.988 1.274 3.242
C -1.102 0.652 4.581
C 0.265 0.506 5.210
C 1.410 0.167 4.289
N 1.217 0.736 2.982
H -1.795 1.774 2.925
H -1.683 -0.280 4.469
H -1.622 1.340 5.225
H 0.196 -0.236 5.999
H 0.513 1.438 5.709
H 1.642 -0.901 4.332
H 2.272 0.660 4.721
H 2.008 0.788 2.358
```

Properties
- HOMO-LUMO gap: 5.99 eV
- Charge: +4

---

Entry 7:
Density functional theory data (ωB97M-V/def2-TZVPD) for a cluster of 2 separate species, C6H5O6 in total.

XYZ file:
```
17
Properties=species:S:1:pos:R:3
O -2.223 -0.889 0.209
C -1.419 -0.425 -0.624
O -1.183 -1.083 -1.857
C -0.628 0.922 -0.206
C 0.508 0.427 0.823
C 0.552 0.709 2.206
C 1.860 -0.097 2.630
O 2.170 -0.154 3.836
O 2.528 -0.703 1.513
C 1.712 -0.486 0.361
O 2.015 -0.983 -0.728
H -0.341 -1.584 -1.693
H -0.201 1.478 -1.101
H -1.306 1.653 0.368
H -0.160 1.308 2.855
O -2.180 0.182 -4.639
H -1.705 -0.274 -3.952
```

Properties
- HOMO-LUMO gap: 2.58 eV
- Charge: -1

---

Entry 8:
Density functional theory data (ωB97M-V/def2-TZVPD) for an isolated molecule of C2H3ClFNS.

XYZ file:
```
9
Properties=species:S:1:pos:R:3
F -0.750 -1.235 -1.399
C -0.955 -0.014 -0.863
Cl -0.535 1.134 -2.112
C -0.056 0.252 0.367
N 0.353 -0.680 1.266
S 1.233 -0.300 2.480
H -2.041 0.117 -0.511
H 0.239 1.523 0.538
H 1.525 -1.666 2.892
```

Properties
- SMILES: F[C@H](Cl)/C=N/S
- HOMO-LUMO gap: 9.24 eV

---

Entry 9:
Density functional theory data (ωB97M-V/def2-TZVPD) for a structure of composition C2HBr2ClINO.

XYZ file:
```
9
Properties=species:S:1:pos:R:3
C -0.278 0.370 0.423
C 1.103 -0.385 -0.017
N -1.367 0.058 -0.306
O -0.200 1.152 1.383
Cl 1.993 -0.527 1.556
Br 1.052 -1.980 -0.881
Br -2.939 0.793 0.071
I 2.118 1.156 -1.204
H -1.481 -0.637 -1.026
```

Properties
- HOMO-LUMO gap: 9.33 eV

---

Entry 10:
Density functional theory data (ωB97M-V/def2-TZVPD) for a structure of composition C28H78F3O14Y.

XYZ file:
```
124
Properties=species:S:1:pos:R:3
Y 0.537 -1.299 -7.348
C -1.057 0.320 -0.483
O 0.192 0.790 -0.102
O -0.875 -0.196 -1.787
C -1.747 -0.640 0.601
F -2.164 0.009 1.676
F -2.851 -1.205 0.076
F -0.988 -1.676 0.972
C 0.253 1.665 1.061
C 1.682 2.173 1.079
H 2.394 1.353 0.990
H 1.904 2.922 0.320
H 1.844 2.773 1.975
H 0.016 1.131 1.981
H -0.448 2.498 1.110
H -1.659 1.226 -0.564
C -6.822 -2.683 -8.310
C -6.018 -1.595 -7.658
O -4.756 -1.564 -8.283
H -7.848 -2.667 -7.942
H -6.411 -3.660 -8.059
H -6.923 -2.688 -9.395
H -5.890 -1.890 -6.617
H -6.511 -0.623 -7.699
H -4.844 -1.328 -9.209
C 3.805 -4.055 0.070
C 3.127 -5.242 -0.678
O 4.114 -5.682 -1.619
H 3.084 -3.636 0.772
H 4.250 -3.311 -0.592
H 4.498 -4.517 0.773
H 2.228 -4.886 -1.182
H 2.990 -6.035 0.057
H 4.740 -6.225 -1.134
C 6.055 3.167 -4.799
C 5.838 1.655 -4.524
O 4.426 1.485 -4.490
H 5.531 3.729 -4.025
H 5.658 3.485 -5.763
H 7.099 3.417 -4.611
H 6.232 1.395 -3.541
H 6.324 1.022 -5.266
H 4.085 1.792 -3.647
C 9.962 4.706 0.662
C 9.890 3.183 0.700
O 10.704 2.692 1.695
H 9.655 5.128 1.619
H 9.237 4.959 -0.112
H 10.995 4.961 0.427
H 10.189 2.828 -0.286
H 8.896 2.802 0.935
H 11.310 2.088 1.260
C 7.202 1.121 6.888
C 8.403 1.635 7.614
O 9.021 2.676 6.858
H 7.547 0.583 6.005
H 6.491 1.916 6.664
H 6.763 0.297 7.451
H 9.032 0.765 7.802
H 8.085 2.067 8.562
H 9.253 2.398 5.969
C -9.863 0.220 -2.905
C -9.003 1.487 -2.465
O -9.859 2.633 -2.668
H -10.147 0.346 -3.950
H -10.785 0.111 -2.334
H -9.264 -0.691 -2.923
H -8.062 1.517 -3.015
H -8.849 1.503 -1.386
H -10.117 2.552 -3.590
C 3.778 9.746 -1.053
C 2.250 9.689 -0.860
O 1.895 10.393 0.265
H 4.095 10.742 -1.363
H 4.175 9.050 -1.792
H 4.297 9.522 -0.121
H 1.896 8.665 -0.747
H 1.767 10.102 -1.746
H 0.950 10.285 0.393
C -7.520 -7.205 -1.973
C -6.300 -7.891 -2.525
O -5.253 -6.963 -2.726
H -7.244 -6.720 -1.037
H -8.389 -7.826 -1.754
H -7.849 -6.417 -2.650
H -6.487 -8.286 -3.524
H -5.937 -8.701 -1.892
H -5.289 -6.296 -2.036
C 5.996 8.831 7.010
C 4.901 8.814 5.955
O 4.669 10.142 5.471
H 5.629 9.441 7.835
H 6.921 9.282 6.648
H 6.220 7.814 7.331
H 4.015 8.254 6.255
H 5.165 8.275 5.045
H 4.071 10.111 4.720
C -7.466 1.359 6.474
C -6.817 2.640 6.023
O -7.335 3.740 6.729
H -7.403 1.273 7.559
H -6.947 0.489 6.071
H -8.540 1.269 6.310
H -6.956 2.653 4.942
H -5.743 2.538 6.173
H -6.714 4.444 6.526
C -0.803 -8.747 -6.892
C -1.076 -7.514 -7.692
O -1.170 -6.396 -6.881
H -0.737 -9.610 -7.555
H -1.600 -8.885 -6.161
H 0.126 -8.691 -6.325
H -2.009 -7.696 -8.224
H -0.248 -7.344 -8.381
H -1.727 -6.645 -6.140
C -4.165 -8.214 4.768
C -4.430 -9.367 5.777
O -5.334 -8.822 6.719
H -3.941 -7.251 5.225
H -5.067 -8.125 4.162
H -3.421 -8.462 4.011
H -3.589 -9.756 6.351
H -4.879 -10.233 5.289
H -6.211 -8.684 6.353
```

Properties
- HOMO-LUMO gap: 1.07 eV
- Charge: +2

---

Entry 11:
Density functional theory data (ωB97M-V/def2-TZVPD) for an isolated molecule of CH3NO2.

XYZ file:
```
7
Properties=species:S:1:pos:R:3
O -1.317 -0.835 -0.048
C -0.717 0.255 -0.035
N 0.514 0.324 0.028
O 1.262 -0.783 -0.086
H -1.165 1.218 -0.087
H 1.024 1.196 -0.080
H 0.400 -1.375 0.309
```

Properties
- SMILES: O=CNO
- HOMO-LUMO gap: 10.49 eV

---

Number 1: molecular weight 611.92 g mol⁻¹. Number 2: molecular weight 143.06 g mol⁻¹. Number 3: molecular weight 85.11 g mol⁻¹. Number 4: molecular weight 1340.90 g mol⁻¹. Number 5: molecular weight 552.79 g mol⁻¹. Number 6: molecular weight 387.01 g mol⁻¹. Number 7: molecular weight 173.10 g mol⁻¹. Number 8: molecular weight 127.57 g mol⁻¹. Number 9: molecular weight 377.20 g mol⁻¹. Number 10: molecular weight 784.82 g mol⁻¹. Number 11: molecular weight 61.04 g mol⁻¹.